{"formula": "C13H19N2", "method": "ωB97M-V with the def2-TZVPD basis set", "symbols": ["C", "C", "C", "C", "C", "C", "C", "C", "C", "C", "C", "C", "C", "N", "N", "H", "H", "H", "H", "H", "H", "H", "H", "H", "H", "H", "H", "H", "H", "H", "H", "H", "H", "H"], "positions_angstrom": [[-2.853, 2.881, 1.570], [-3.064, 1.671, 2.253], [-1.783, 3.044, 0.795], [-2.203, 0.636, 2.219], [0.520, 2.597, 0.776], [-0.552, -0.527, 1.205], [-0.653, 2.044, 0.817], [-1.028, 0.728, 1.408], [1.529, -1.443, 1.151], [-0.211, 0.225, -1.717], [2.236, -0.233, -1.126], [0.730, -1.931, -2.066], [0.782, -0.808, -1.127], [1.465, -2.587, 1.762], [0.404, -1.242, 0.279], [-3.586, 3.647, 1.727], [-3.898, 1.638, 2.878], [-1.711, 3.887, 0.123], [-2.428, -0.229, 2.687], [0.598, 3.605, 0.385], [-0.965, -1.342, 1.820], [1.372, 2.118, 1.280], [-0.424, 0.050, -2.748], [-1.129, -0.001, -1.197], [0.036, 1.182, -1.497], [2.511, -0.054, -2.112], [2.828, -1.052, -0.893], [2.547, 0.436, -0.463], [1.235, -2.916, -1.712], [-0.261, -2.176, -2.377], [1.218, -1.573, -3.036], [2.183, -2.833, 2.452], [0.570, -3.226, 1.934], [-0.073, -2.141, 0.237]], "forces_ev_per_a": [[0.234, 0.722, -0.640], [1.306, -1.009, 0.717], [0.165, -0.717, -1.024], [-0.480, 3.735, -0.813], [2.669, 0.066, 0.454], [0.072, -0.508, 0.058], [-3.715, -0.126, 1.094], [1.124, -1.015, -1.115], [1.697, 0.031, 0.593], [-0.895, -3.111, 1.303], [-2.543, -3.478, -1.328], [1.882, -2.738, -1.437], [1.042, 3.361, -0.834], [-2.005, -1.754, 1.569], [-1.024, 0.005, 0.742], [-0.207, 0.398, -0.371], [-1.416, -0.412, 0.809], [0.384, 0.281, 0.262], [-0.592, -2.644, 1.488], [0.290, -0.023, 0.198], [0.036, 0.712, -0.330], [-0.081, 0.199, -0.780], [0.296, 0.010, -0.716], [-0.790, 0.234, -0.047], [0.846, 2.860, 0.345], [0.171, 1.025, -1.816], [1.433, -1.811, 0.518], [0.495, 3.406, 2.635], [-0.549, 1.671, -0.582], [-0.932, -0.292, 0.067], [-0.381, -0.735, 1.414], [-0.266, 0.440, -0.525], [2.073, 1.461, -1.004], [-0.338, -0.245, -0.903]], "mulliken_charge": [-0.664, -0.441, -0.643, -1.493, -0.788, -0.925, 0.898, 1.521, -0.927, -2.107, -1.902, -1.850, 1.501, -0.114, 0.860, 0.421, 0.435, 0.435, 0.468, 0.325, 0.188, 0.284, 0.487, 0.541, 0.504, 0.474, 0.625, 0.434, 0.348, 0.508, 0.425, 0.306, 0.262, 0.602], "homo_energy_ev": -11.27, "multiplicity": 1, "total_charge": 1, "lumo_energy_ev": -3.89, "homo_lumo_gap_ev": 7.386}


{"formula": "CHBrINO2", "method": "ωB97M-V with the def2-TZVPD basis set", "symbols": ["C", "N", "O", "O", "Br", "I", "H"], "positions_angstrom": [[-0.078, 0.064, -0.585], [0.157, -0.384, 0.908], [1.152, -0.025, 1.497], [-0.850, -0.919, 1.294], [1.666, 0.491, -1.437], [-1.470, 1.604, -0.570], [-0.578, -0.832, -1.106]], "forces_ev_per_a": [[1.063, -1.730, -0.728], [-0.205, 1.562, -1.471], [-0.908, -0.815, -0.219], [0.379, -0.710, 1.135], [-1.266, -0.287, 0.468], [-0.202, 0.554, -0.090], [1.139, 1.426, 0.906]], "mulliken_charge": [-0.410, 0.791, -0.479, -0.463, -0.061, 0.232, 0.389], "homo_energy_ev": -10.30, "multiplicity": 1, "lumo_energy_ev": -0.75, "homo_lumo_gap_ev": 9.550}


{"formula": "C52H40AuN6S5Te", "method": "ωB97M-V with the def2-TZVPD basis set", "symbols": ["Au", "S", "C", "C", "C", "C", "N", "C", "C", "C", "S", "C", "N", "H", "H", "N", "S", "N", "S", "N", "S", "N", "C", "C", "C", "C", "C", "C", "C", "C", "C", "C", "C", "C", "C", "C", "C", "C", "C", "C", "C", "C", "C", "C", "C", "C", "C", "C", "C", "C", "C", "C", "C", "C", "C", "C", "C", "C", "H", "H", "H", "H", "H", "H", "H", "H", "H", "H", "H", "H", "H", "H", "H", "H", "H", "H", "H", "H", "H", "H", "H", "H", "H", "H", "H", "H", "H", "H", "C", "Te", "C", "C", "C", "C", "C", "C", "C", "H", "H", "H", "H", "H", "H", "H", "H"], "positions_angstrom": [[-0.429, 0.925, 1.286], [-2.028, 2.323, 2.345], [-2.564, 1.295, 3.634], [-3.688, 1.711, 4.355], [-4.268, 0.903, 5.316], [-5.455, 1.344, 5.974], [-6.415, 1.720, 6.482], [-3.690, -0.351, 5.603], [-2.517, -0.716, 4.967], [-1.940, 0.092, 3.987], [-0.454, -0.465, 3.249], [-4.314, -1.249, 6.520], [-4.811, -1.997, 7.235], [-4.117, 2.678, 4.128], [-2.038, -1.656, 5.208], [1.424, 0.546, 0.372], [1.972, -0.362, -0.635], [1.507, -0.314, -2.241], [0.287, -1.051, -2.838], [-1.097, -0.911, -2.165], [-1.758, 0.564, -1.708], [-1.188, 1.339, -0.611], [-1.721, 1.644, -3.144], [-0.652, 2.528, -3.184], [-0.585, 3.454, -4.209], [-1.589, 3.497, -5.168], [-2.670, 2.631, -5.093], [-2.744, 1.692, -4.075], [-3.446, -0.013, -1.542], [-4.200, 0.576, -0.541], [-5.524, 0.197, -0.390], [-6.072, -0.755, -1.239], [-5.295, -1.357, -2.221], [-3.968, -0.989, -2.379], [0.571, -2.809, -3.003], [-0.329, -3.744, -2.527], [-0.027, -5.090, -2.669], [1.152, -5.479, -3.288], [2.033, -4.527, -3.785], [1.745, -3.182, -3.642], [0.232, -0.554, -4.552], [1.112, 0.373, -5.077], [0.953, 0.768, -6.397], [-0.073, 0.240, -7.166], [-0.937, -0.708, -6.630], [-0.785, -1.110, -5.316], [3.719, -0.078, -0.866], [4.349, -0.346, -2.072], [5.721, -0.175, -2.159], [6.439, 0.260, -1.052], [5.787, 0.558, 0.137], [4.415, 0.396, 0.234], [1.835, -2.091, -0.150], [2.885, -2.987, -0.264], [2.726, -4.267, 0.247], [1.532, -4.638, 0.848], [0.480, -3.736, 0.935], [0.633, -2.452, 0.442], [0.090, 2.484, -2.397], [0.235, 4.157, -4.252], [-1.537, 4.221, -5.969], [-3.471, 2.705, -5.816], [-3.592, 1.024, -4.003], [-3.738, 1.324, 0.092], [-6.125, 0.643, 0.390], [-7.112, -1.034, -1.135], [-5.724, -2.116, -2.860], [-3.347, -1.446, -3.136], [-1.240, -3.406, -2.053], [-0.712, -5.836, -2.290], [1.389, -6.530, -3.385], [2.942, -4.835, -4.282], [2.416, -2.422, -4.025], [1.896, 0.779, -4.453], [1.629, 1.498, -6.819], [-0.204, 0.570, -8.188], [-1.728, -1.128, -7.234], [-1.442, -1.849, -4.873], [3.762, -0.670, -2.919], [6.232, -0.379, -3.090], [7.511, 0.384, -1.124], [6.346, 0.918, 0.990], [3.866, 0.633, 1.137], [3.815, -2.688, -0.727], [3.549, -4.967, 0.198], [1.424, -5.632, 1.261], [-0.451, -4.029, 1.401], [-0.159, -1.719, 0.520], [3.448, 2.482, 5.063], [2.001, 1.650, 3.657], [0.570, 2.615, 4.925], [1.288, 3.166, 6.122], [0.557, 3.704, 7.179], [1.211, 4.187, 8.298], [2.597, 4.143, 8.363], [3.326, 3.598, 7.322], [2.676, 3.098, 6.195], [4.050, 3.226, 4.540], [4.128, 1.707, 5.415], [-0.171, 1.883, 5.233], [0.045, 3.395, 4.375], [-0.525, 3.727, 7.117], [0.638, 4.588, 9.124], [3.113, 4.532, 9.231], [4.407, 3.549, 7.379]], "forces_ev_per_a": [[-0.843, 0.067, 0.584], [0.936, -0.968, -0.808], [-0.313, -0.359, 0.646], [0.079, -0.032, -0.248], [0.322, -0.202, -0.076], [-0.250, 0.073, 0.168], [0.031, -0.013, -0.016], [0.057, 0.408, -0.214], [0.173, 0.020, -0.021], [-0.291, 0.277, -0.051], [-0.020, 0.603, -0.996], [-0.099, -0.234, 0.239], [0.023, 0.033, -0.012], [-0.154, -0.044, 0.010], [-0.074, -0.045, 0.080], [-0.232, -0.113, 0.024], [0.028, -0.471, 0.010], [0.099, -0.024, -0.028], [0.101, 0.066, -0.022], [-0.257, 0.063, -0.051], [0.243, -0.014, 0.015], [0.147, 0.309, 0.100], [-0.205, -0.140, 0.156], [0.102, -0.059, 0.105], [-0.029, -0.035, -0.035], [-0.008, 0.034, -0.013], [-0.022, 0.001, -0.039], [0.001, -0.122, -0.042], [0.317, -0.046, -0.102], [0.226, 0.229, -0.024], [-0.037, -0.046, -0.023], [0.011, 0.012, 0.075], [0.029, 0.015, -0.055], [-0.078, -0.061, -0.037], [-0.190, 0.068, 0.152], [-0.145, 0.216, 0.087], [0.036, -0.072, -0.014], [-0.040, 0.027, 0.037], [0.000, 0.020, 0.000], [0.081, 0.187, -0.043], [0.062, 0.168, 0.118], [0.137, -0.003, 0.219], [0.003, 0.018, -0.074], [0.036, 0.027, 0.036], [-0.005, -0.034, 0.023], [-0.066, -0.110, 0.150], [-0.263, 0.056, -0.091], [-0.035, -0.061, -0.040], [-0.003, -0.016, 0.015], [-0.018, 0.061, 0.011], [0.024, -0.016, -0.036], [-0.208, -0.060, 0.161], [0.009, 0.169, -0.150], [0.059, 0.028, -0.072], [0.040, 0.013, 0.008], [0.000, -0.029, -0.021], [0.010, -0.009, 0.017], [-0.002, 0.123, -0.065], [0.032, 0.082, -0.014], [0.038, -0.023, 0.012], [-0.022, 0.039, 0.012], [0.003, -0.052, -0.025], [-0.023, 0.028, -0.021], [-0.058, -0.012, 0.075], [-0.016, 0.026, -0.002], [-0.004, -0.030, 0.038], [-0.001, 0.006, -0.031], [-0.024, -0.043, 0.007], [-0.016, -0.065, 0.067], [-0.022, 0.009, 0.006], [-0.024, -0.014, -0.025], [0.022, 0.017, -0.002], [0.067, -0.048, -0.019], [-0.002, 0.068, -0.004], [0.006, 0.013, -0.007], [0.021, -0.027, -0.017], [-0.006, -0.009, 0.001], [-0.073, -0.002, -0.076], [0.085, -0.034, -0.037], [-0.001, -0.006, -0.019], [0.013, 0.003, 0.004], [0.002, 0.015, 0.005], [0.071, 0.005, 0.038], [0.031, -0.040, 0.038], [-0.004, -0.021, -0.036], [-0.005, -0.011, -0.007], [-0.014, 0.037, 0.024], [-0.081, -0.130, 0.075], [0.145, 0.066, -0.496], [0.721, 0.538, 0.762], [-0.275, -0.102, -0.119], [0.114, -0.149, 0.035], [0.152, 0.006, -0.008], [-0.119, 0.020, 0.000], [0.129, 0.018, 0.043], [-0.084, 0.000, -0.033], [-0.171, -0.009, -0.024], [-0.037, 0.032, 0.046], [-0.122, -0.095, -0.030], [-0.077, -0.129, 0.015], [0.092, 0.003, -0.086], [-0.002, 0.025, 0.039], [0.015, 0.042, 0.007], [-0.017, -0.015, 0.038], [0.014, 0.014, 0.019]], "mulliken_charge": [0.954, -0.357, 0.959, -1.190, 0.479, -0.315, -0.467, 0.455, -0.990, 0.591, -0.210, -0.299, -0.468, 0.541, 0.545, -0.821, 1.649, 0.106, 0.336, 0.241, 2.084, -0.971, 0.212, -0.272, -0.722, -0.591, -0.821, -0.231, 0.070, -0.708, -0.891, -0.586, -0.789, -0.019, 0.557, 0.134, -0.833, -0.616, -0.750, -0.825, 0.717, 0.100, -0.770, -0.589, -0.790, -0.945, -0.062, 0.021, -0.774, -0.583, -0.692, -0.342, 0.547, -0.070, -0.872, -0.801, -1.039, -0.112, 0.415, 0.473, 0.432, 0.460, 0.426, 0.553, 0.477, 0.419, 0.458, 0.323, 0.501, 0.490, 0.433, 0.484, 0.179, 0.459, 0.483, 0.435, 0.473, 0.191, 0.179, 0.459, 0.402, 0.463, 0.294, 0.497, 0.476, 0.460, 0.551, 0.358, -1.226, 0.301, -0.491, 0.386, -0.660, -0.581, -0.536, -0.657, 0.543, 0.409, 0.457, 0.132, 0.405, 0.475, 0.401, 0.388, 0.432], "homo_energy_ev": [-9.12, -9.12], "multiplicity": 1, "total_charge": 1, "lumo_energy_ev": [-4.07, -4.07], "homo_lumo_gap_ev": [5.049, 5.051]}


{"formula": "C5H7N", "method": "ωB97M-V with the def2-TZVPD basis set", "symbols": ["C", "C", "C", "C", "C", "N", "H", "H", "H", "H", "H", "H", "H"], "positions_angstrom": [[1.973, -0.747, 0.309], [1.239, -0.690, -0.657], [-0.105, -0.085, -0.383], [-0.242, 1.347, -0.851], [-0.649, -0.513, 0.946], [-1.324, -0.850, -0.314], [2.394, -0.662, 1.282], [-0.675, 1.385, -1.854], [0.721, 1.870, -0.865], [-0.911, 1.873, -0.168], [-0.196, -1.348, 1.493], [-1.084, 0.244, 1.591], [-1.140, -1.825, -0.528]], "forces_ev_per_a": [[0.798, -0.195, -0.516], [0.149, 0.020, 1.065], [-0.315, 0.229, 0.267], [-0.120, 0.080, 0.030], [-0.251, 0.244, 0.160], [-0.324, -0.256, -0.306], [0.737, -0.325, -0.139], [0.072, -0.041, 0.068], [-0.171, -0.194, 0.058], [-0.045, 0.046, -0.136], [0.055, 0.485, -0.352], [-0.447, -0.117, -0.145], [-0.138, 0.025, -0.056]], "mulliken_charge": [-0.185, -0.771, 1.216, -1.129, -0.675, -0.628, 0.387, 0.263, 0.315, 0.312, 0.349, 0.226, 0.319], "homo_energy_ev": -8.84, "smiles": "C#C[C@]1(C)CN1", "multiplicity": 1, "lumo_energy_ev": 0.44, "homo_lumo_gap_ev": 9.286}


Relative energy (zero: lowest compared OMol25 entry of this formula, charge and spin) values (in kcal per mole) by entry order: 144.19; 0.00; 20.97; 109.79.
Max |F| values (in eV Å⁻¹) by entry order: 4.51; 2.16; 1.57; 1.08.